23
Properties=species:S:1:pos:R:3 method="wB97M-V/def2-TZVPD" charge=+1 energy_ha=-948.0865 relative_energy_kcal_mol=123.1 lumo_energy_ev="-6.6984 / -6.7606"
C -1.24 -2.08 -0.85
C -3.67 0.60 0.24
C -2.78 1.56 0.67
C -1.77 -0.80 -0.53
C -3.20 -0.54 -0.42
C -0.99 0.26 -0.04
C 5.15 -0.22 0.36
C 3.87 0.71 0.65
N -0.86 -3.11 -1.17
N -1.47 1.42 0.40
N -4.14 -1.42 -0.89
O 2.90 0.97 -0.32
S 2.11 -0.17 -1.08
H -4.70 0.69 0.16
H -3.21 2.44 1.05
H 5.83 0.06 1.10
H 4.84 -1.23 0.50
H 5.38 0.10 -0.75
H 4.10 1.69 1.10
H 3.38 0.17 1.59
H -0.83 2.00 0.90
H -4.96 -0.98 -1.16
H -3.75 -2.09 -1.53



28
Properties=species:S:1:pos:R:3 method="wB97M-V/def2-TZVPD" smiles="O=C(O)C1=C[C@H](OCP(=O)(O)O)CCC1" charge=0 energy_ha=-1105.4079 relative_energy_kcal_mol=58.8 lumo_energy_ev=0.0866
O -1.10 -1.36 -4.37
C -0.47 -1.61 -3.31
O 0.48 -2.60 -3.20
C -0.68 -0.70 -2.21
C 0.01 -0.84 -0.95
C -0.16 0.09 0.19
O -0.19 -0.59 1.43
C 0.31 0.07 2.63
P 2.14 0.29 2.89
O 2.81 1.29 2.07
O 2.74 1.05 4.10
O 2.62 -1.21 2.79
C -1.57 0.74 0.20
C -1.81 1.36 -1.19
C -1.67 0.43 -2.41
H 0.51 -3.06 -4.09
H 0.72 -1.67 -0.84
H 0.59 0.79 0.16
H -0.06 -0.56 3.42
H -0.19 1.05 2.78
H 3.39 1.52 3.53
H 3.43 -1.07 3.25
H -1.64 1.39 1.01
H -2.36 -0.02 0.38
H -2.70 2.10 -1.11
H -1.04 2.06 -1.22
H -2.65 0.02 -2.71
H -1.47 1.05 -3.23



8
Properties=species:S:1:pos:R:3 method="wB97M-V/def2-TZVPD" charge=-2 energy_ha=-4671.6051 multiplicity=3 lumo_energy_ev="4.4534 / 2.4388"
Cu 6.06 6.16 8.03
Cu 9.12 8.73 4.53
I 4.85 3.48 7.98
I 3.74 9.41 7.34
I 8.26 6.92 6.29
I 8.22 10.89 3.21
F 5.67 7.75 8.06
F 9.98 7.14 3.39



45
Properties=species:S:1:pos:R:3 method="wB97M-V/def2-TZVPD" smiles="C[C@@H](C(N)=O)N1CCc2cc(OCc3cccc(F)c3)ccc2C1" charge=0 energy_ha=-1096.4500 relative_energy_kcal_mol=54.4 lumo_energy_ev=0.6375
C 2.47 4.34 2.01
C 1.50 4.15 0.90
C 2.01 4.72 -0.46
N 1.12 5.01 -1.46
O 3.12 5.13 -0.68
N 1.08 2.75 0.89
C 2.09 1.80 0.31
C 1.72 0.43 0.84
C 0.25 0.08 0.80
C -0.19 -1.25 1.00
C -1.53 -1.63 1.05
O -1.86 -2.96 1.28
C -2.68 -3.53 0.24
C -1.83 -4.13 -0.80
C -1.50 -3.37 -1.93
C -0.65 -3.95 -2.93
C -0.13 -5.27 -2.72
C -0.46 -5.97 -1.58
F -0.01 -7.22 -1.34
C -1.28 -5.40 -0.62
C -2.47 -0.61 1.03
C -2.11 0.75 0.86
C -0.74 1.11 0.73
C -0.37 2.55 0.56
H 3.39 3.80 1.79
H 2.65 5.39 2.18
H 2.02 3.87 2.92
H 0.66 4.76 1.19
H 0.15 5.01 -1.18
H 1.43 5.68 -2.18
H 3.13 2.07 0.57
H 1.98 1.80 -0.78
H 2.31 -0.33 0.34
H 2.05 0.45 1.90
H 0.51 -2.05 1.06
H -3.34 -4.28 0.72
H -3.34 -2.78 -0.20
H -1.92 -2.40 -2.01
H -0.37 -3.51 -3.87
H 0.49 -5.68 -3.53
H -1.50 -5.95 0.30
H -3.51 -0.88 1.19
H -2.87 1.51 0.87
H -0.53 2.84 -0.46
H -0.97 3.17 1.21



100
Properties=species:S:1:pos:R:3 method="wB97M-V/def2-TZVPD" charge=-2 energy_ha=-13140.6168 multiplicity=8 lumo_energy_ev="2.7139 / 3.3444"
Eu 13.05 8.74 14.15
O 12.12 11.91 19.34
C 12.91 10.90 19.62
C 13.40 10.78 20.95
C 14.19 9.70 21.37
C 14.48 8.73 20.40
C 14.14 8.90 19.06
C 13.35 9.94 18.63
C 12.98 10.11 17.20
O 13.57 9.45 16.30
N 11.94 10.96 16.98
N 11.86 11.23 15.64
C 10.80 11.85 15.16
C 10.76 12.18 13.69
C 10.60 13.52 13.30
C 10.69 13.85 11.98
C 10.73 12.90 10.96
C 10.97 11.61 11.30
C 11.07 11.21 12.69
O 11.30 9.97 12.98
H 11.90 11.64 18.36
H 13.17 11.63 21.63
H 14.52 9.41 22.37
H 15.03 7.77 20.58
H 14.46 8.21 18.28
H 10.05 12.26 15.89
H 10.41 14.34 14.04
H 10.51 14.87 11.72
H 10.57 13.12 9.89
H 11.11 10.75 10.57
Br 6.78 9.34 16.55
C 8.27 8.23 16.21
C 8.64 7.84 14.94
C 9.98 7.34 14.77
C 10.75 7.02 15.85
C 10.26 7.28 17.18
C 8.96 7.78 17.35
N 12.07 6.59 15.65
C 12.61 5.98 16.70
C 14.00 5.79 16.75
C 14.60 4.73 17.49
C 15.99 4.53 17.30
C 16.70 5.42 16.48
C 16.05 6.54 15.97
N 14.76 6.70 16.06
H 8.04 7.98 14.04
H 10.37 6.98 13.79
H 10.92 6.83 17.96
H 8.53 7.82 18.35
H 12.02 5.43 17.42
H 13.99 4.09 18.06
H 16.39 3.59 17.67
H 17.74 5.29 16.27
H 16.67 7.27 15.46
Se 13.59 6.35 12.05
Se 15.45 5.72 10.58
Te 15.04 8.43 11.55
Se 15.96 9.60 13.48
O 11.37 13.88 6.43
C 12.09 14.24 7.54
N 12.97 13.20 8.05
C 13.64 13.13 9.29
O 14.06 12.05 9.68
C 13.85 14.37 10.07
C 13.58 15.71 9.75
C 13.63 16.63 10.80
C 14.03 16.18 12.06
N 14.51 14.97 12.28
C 14.33 14.06 11.37
H 11.91 13.62 5.66
H 11.35 14.49 8.35
H 12.75 15.14 7.33
H 13.07 12.43 7.43
H 13.37 16.05 8.73
H 13.29 17.67 10.63
H 14.02 16.75 12.91
H 14.50 13.01 11.56
C 20.02 16.26 12.70
N 19.44 15.41 13.75
C 19.56 14.02 13.36
C 19.91 15.77 15.04
C 19.18 15.03 16.09
C 20.01 14.39 17.03
C 19.53 13.55 18.09
C 18.13 13.27 18.10
C 17.32 13.85 17.14
C 17.80 14.67 16.14
H 19.39 16.11 11.76
H 21.05 16.04 12.44
H 19.93 17.33 13.00
H 17.11 14.96 15.31
H 19.47 13.88 12.29
H 18.90 13.34 13.89
H 20.54 13.60 13.69
H 19.70 16.86 15.09
H 21.03 15.54 15.20
H 21.11 14.43 16.95
H 20.27 13.15 18.79
H 17.57 12.57 18.70
H 16.27 13.61 17.00



14
Properties=species:S:1:pos:R:3 method="wB97M-V/def2-TZVPD" smiles="O=C1NCCN=[N+]([O-])O1" charge=0 energy_ha=-507.1390 relative_energy_kcal_mol=131.0 lumo_energy_ev=0.3991
O -2.96 -0.24 0.03
C -1.79 -0.31 -0.06
N -1.00 0.80 0.26
C 0.39 0.67 0.86
C 1.42 0.53 -0.20
N 1.16 -0.68 -0.86
N 0.38 -1.58 -0.89
O 0.51 -2.67 -1.34
O -1.14 -1.44 -0.41
H -1.57 1.62 0.37
H 0.37 -0.23 1.45
H 0.38 1.68 1.50
H 1.41 1.36 -0.96
H 2.42 0.48 0.26



15
Properties=species:S:1:pos:R:3 method="wB97M-V/def2-TZVPD" charge=+1 energy_ha=-196.0556 multiplicity=2 relative_energy_kcal_mol=62.0 lumo_energy_ev="-6.2031 / -9.4134"
C 2.10 -0.42 2.30
C 1.63 0.11 3.49
H 3.10 -0.20 1.95
H 1.52 -1.28 1.97
H 2.25 0.23 4.38
H 0.57 0.26 3.67
C -2.32 -0.23 -2.05
C -0.91 -0.04 -1.56
C -0.05 0.85 -2.07
H -2.65 0.61 -2.65
H -2.36 -1.10 -2.70
H -2.98 -0.48 -1.22
H -0.52 -0.88 -0.99
H 0.99 0.91 -1.80
H -0.37 1.65 -2.73



9
Properties=species:S:1:pos:R:3 method="wB97M-V/def2-TZVPD" charge=0 energy_ha=-898.5342 relative_energy_kcal_mol=49.1 lumo_energy_ev=-0.4942
C 0.99 1.19 0.28
C 0.52 -1.59 0.17
C 2.24 0.69 0.25
F 3.35 1.39 -0.10
P 2.15 -1.85 -0.04
P -0.35 0.03 0.64
H 0.75 2.24 0.40
H -0.09 -2.47 0.30
H -0.99 0.50 -0.68



Number 1: strongest force on any atom 0.106 hartree/bohr. Number 2: strongest force on any atom 0.137 hartree/bohr. Number 3: strongest force on any atom 0.115 hartree/bohr. Number 4: strongest force on any atom 0.049 hartree/bohr. Number 5: strongest force on any atom 0.059 hartree/bohr. Number 6: strongest force on any atom 0.094 hartree/bohr. Number 7: strongest force on any atom 0.029 hartree/bohr. Number 8: strongest force on any atom 0.076 hartree/bohr.